(a)
ORCA calculation (the ωB97M-V functional and the def2-TZVPD basis) on one molecule with the formula C5H7N.

Positions of all 13 atoms, in Å:
C: -2.23 1.34 0.23
C: -1.08 1.08 -0.03
C: 0.22 0.63 -0.46
C: 1.42 1.12 -0.15
N: 0.24 -0.69 -0.99
C: 0.32 -1.50 0.26
H: -3.23 1.62 0.46
H: 2.27 0.67 -0.67
H: 1.61 1.77 0.69
H: -0.58 -0.87 -1.57
H: -0.50 -2.21 0.37
H: 0.27 -0.86 1.15
H: 1.29 -2.00 0.31

The SMILES is C#CC(=C)NC. Its HOMO energy is -0.329 Ha.

(b)
ORCA calculation (the ωB97M-V functional and the def2-TZVPD basis) on one molecule with the formula C5H7N.

Positions of all 13 atoms, in Å:
C: -0.49 1.80 1.89
C: -0.75 1.03 1.00
C: -1.14 0.13 -0.06
N: -0.93 -1.32 0.07
C: -0.13 -0.58 -0.91
C: 1.37 -0.44 -0.79
H: -0.26 2.49 2.67
H: -2.09 0.38 -0.52
H: -0.38 -1.49 0.91
H: -0.47 -0.77 -1.93
H: 1.70 -0.26 0.24
H: 1.84 -1.35 -1.16
H: 1.73 0.39 -1.41

The SMILES is C#C[C@@H]1N[C@@H]1C. Its HOMO energy is -0.338 Ha.

(c)
ORCA calculation (the ωB97M-V functional and the def2-TZVPD basis) on C5H7N as an isolated structure.

Positions of all 13 atoms, in Å:
N: 2.58 -0.59 1.45
C: 1.98 -0.25 0.52
C: 1.13 0.20 -0.57
C: -0.24 0.48 0.03
C: -0.86 -0.59 0.93
C: -1.43 0.21 -0.77
H: 1.06 -0.58 -1.34
H: 1.59 1.08 -1.06
H: -0.31 1.46 0.50
H: -1.21 -0.35 1.97
H: -0.78 -1.70 0.93
H: -1.29 -0.32 -1.74
H: -2.23 0.95 -0.87

Its HOMO energy is -0.337 Ha.

(d)
ORCA calculation (the ωB97M-V functional and the def2-TZVPD basis) on one molecule with the formula C5H7N.

Positions of all 13 atoms, in Å:
C: 2.16 0.22 -0.68
C: 1.50 -0.26 0.34
N: 0.85 -0.74 1.26
C: -0.62 -0.63 1.21
C: -1.17 0.44 0.32
C: -1.35 0.32 -1.00
H: 2.27 -0.39 -1.57
H: 2.54 1.23 -0.67
H: -0.96 -0.49 2.24
H: -0.98 -1.62 0.90
H: -1.40 1.40 0.79
H: -1.10 -0.60 -1.53
H: -1.74 1.13 -1.59

The SMILES is C=C=NCC=C. Its HOMO energy is -0.328 Ha.

Most stable structure, least stable structure: (d), (a).

(a)
ORCA calculation (the ωB97M-V functional and the def2-TZVPD basis) on one molecule with the formula C5H7N.

Positions of all 13 atoms, in Å:
C: 2.28 -1.12 0.03
C: 1.01 -0.46 -0.18
C: 0.14 0.25 -0.65
C: -1.25 0.58 -0.77
C: -1.73 0.48 0.65
N: -2.11 1.63 -0.21
H: 2.79 -1.33 -0.92
H: 2.17 -2.06 0.56
H: 2.96 -0.49 0.61
H: -1.78 -0.03 -1.51
H: -1.07 0.79 1.46
H: -1.88 -0.63 0.76
H: -1.54 2.39 0.16

The SMILES is CC#C[C@H]1CN1. Its HOMO energy is -0.302 Ha.

(b)
ORCA calculation (the ωB97M-V functional and the def2-TZVPD basis) on one molecule with the formula C5H7N.

Positions of all 13 atoms, in Å:
C: -1.25 -0.23 0.69
C: -0.77 1.00 0.48
C: 0.62 1.20 -0.08
N: 1.14 0.01 -0.76
C: 0.64 -1.24 -0.42
C: -0.47 -1.41 0.33
H: -2.25 -0.37 1.09
H: -1.35 1.88 0.71
H: 0.61 2.03 -0.81
H: 1.32 1.51 0.71
H: 1.34 0.12 -1.74
H: 1.22 -2.08 -0.80
H: -0.80 -2.41 0.59

The SMILES is C1=CCNC=C1. Its HOMO energy is -0.276 Ha.

Most stable structure, least stable structure: (b), (a).

(a)
ORCA calculation (the ωB97M-V functional and the def2-TZVPD basis) on C5H7N as an isolated structure.

Positions of all 13 atoms, in Å:
C: -1.34 -1.24 -0.26
N: -0.08 -0.58 -0.54
C: 0.72 1.51 0.40
C: 0.17 0.81 -0.82
C: 1.63 0.60 -0.43
C: 1.18 -0.71 -0.10
H: -1.61 -1.98 -1.02
H: -2.10 -0.46 -0.24
H: -1.33 -1.72 0.73
H: 0.78 2.59 0.31
H: 0.37 1.18 1.38
H: -0.19 1.29 -1.72
H: 1.58 -1.57 0.45

Its HOMO energy is -0.282 Ha.

(b)
ORCA calculation (the ωB97M-V functional and the def2-TZVPD basis) on one molecule with the formula C5H7N.

Positions of all 13 atoms, in Å:
C: -1.08 -2.26 -0.16
C: -0.61 -1.18 -0.42
C: 0.12 0.04 -0.84
C: -0.65 1.37 -0.82
N: 1.33 0.37 -0.09
C: 1.44 -0.02 1.11
H: -1.50 -3.22 0.06
H: 0.42 -0.14 -1.88
H: -1.60 1.34 -1.37
H: 0.00 2.12 -1.27
H: -0.84 1.68 0.21
H: 2.26 0.39 1.70
H: 0.75 -0.72 1.61

The SMILES is C#C[C@@H](C)N=C. Its HOMO energy is -0.360 Ha.

Most stable structure, least stable structure: (b), (a).

(a)
ORCA calculation (the ωB97M-V functional and the def2-TZVPD basis) on a 2-piece molecular cluster, C2H9N2S overall.

Positions of all 14 atoms, in Å:
C: -0.19 -0.67 0.15
C: -0.30 -0.49 -1.33
N: 1.17 0.66 0.78
N: -1.28 -0.41 0.84
S: 2.41 0.32 2.06
H: -0.84 -1.35 -1.73
H: 0.43 -1.49 0.50
H: -0.85 0.41 -1.59
H: 0.67 -0.47 -1.82
H: 0.60 1.44 1.10
H: 1.66 0.92 -0.07
H: 3.26 1.31 1.72
H: -1.38 -0.65 1.81
H: -1.99 0.20 0.46

As for the total charge: +1. Its HOMO energy is -0.514 Ha.

(b)
ORCA calculation (the ωB97M-V functional and the def2-TZVPD basis) on a 2-piece molecular cluster, C2H9N2S overall.

Positions of all 14 atoms, in Å:
C: -0.88 -1.32 -1.21
C: 0.49 -1.08 -0.95
N: 0.82 -0.21 -0.04
N: -0.59 1.43 1.41
S: 2.38 0.13 0.09
H: -1.48 -0.46 -0.99
H: -1.22 -2.10 -0.51
H: -1.03 -1.75 -2.28
H: 1.21 -1.71 -1.49
H: 0.08 0.30 0.53
H: -1.34 1.34 2.10
H: -0.95 2.26 0.82
H: 0.26 1.80 1.89
H: 2.27 1.37 0.64

As for the total charge: +1. Its HOMO energy is -0.504 Ha.

Most stable structure, least stable structure: (a), (b).

(a)
ORCA calculation (the ωB97M-V functional and the def2-TZVPD basis) on one molecule with the formula CH5BS.

Positions of all 8 atoms, in Å:
C: -0.41 0.80 0.53
B: 0.70 -0.09 -0.08
S: -0.23 -1.82 -0.30
H: -0.19 1.59 1.20
H: -1.06 0.20 1.08
H: -0.93 1.14 -0.33
H: 1.56 0.24 -0.68
H: 0.55 -2.06 -1.42

The SMILES is CBS. Its HOMO energy is -0.354 Ha.

(b)
ORCA calculation (the ωB97M-V functional and the def2-TZVPD basis) on CH5BS as an isolated structure.

Positions of all 8 atoms, in Å:
B: 0.42 0.24 0.24
C: -0.94 0.00 -0.53
S: 1.54 -1.11 0.48
H: 0.82 1.55 0.74
H: -1.87 0.41 -0.08
H: -0.96 -1.10 -0.52
H: -1.01 0.18 -1.65
H: 2.00 -0.17 1.32

Its HOMO energy is -0.381 Ha.

Most stable structure, least stable structure: (a), (b).

(a)
ORCA calculation (the ωB97M-V functional and the def2-TZVPD basis) on a 2-piece molecular cluster, C2H9N2O overall.

Positions of all 14 atoms, in Å:
C: -0.18 0.57 2.35
O: 0.17 -0.49 1.57
H: -1.21 0.54 2.75
H: 0.49 0.68 3.22
H: -0.08 1.55 1.82
N: 1.28 0.16 -1.27
C: -0.11 0.01 -1.78
N: -1.03 -0.62 -0.88
H: 1.26 -0.13 -0.31
H: 1.87 -0.51 -1.76
H: -0.46 1.03 -1.97
H: -0.13 -0.54 -2.73
H: -1.26 -1.58 -1.11
H: -0.61 -0.67 0.10

As for the total charge: -1. Its HOMO energy is -0.101 Ha.

(b)
ORCA calculation (the ωB97M-V functional and the def2-TZVPD basis) on a 2-piece molecular cluster, C2H9N2O overall.

Positions of all 14 atoms, in Å:
C: 0.51 -0.96 0.44
O: 1.44 0.00 0.43
C: -0.94 -0.40 0.28
N: -1.95 -1.43 0.52
H: 0.58 -1.75 -0.39
H: 0.52 -1.54 1.39
H: -1.06 0.41 1.01
H: -0.95 0.04 -0.73
H: -2.89 -1.07 0.42
H: -1.85 -2.22 -0.10
N: 0.96 2.48 -1.33
H: 1.41 3.29 -0.95
H: 1.14 2.41 -2.32
H: 1.22 1.63 -0.83

As for the total charge: -1. Its HOMO energy is -0.088 Ha.

Most stable structure, least stable structure: (b), (a).

(a)
ORCA calculation (the ωB97M-V functional and the def2-TZVPD basis) on an isolated ion of composition C3H6NO and charge +1.

Positions of all 11 atoms, in Å:
C: 0.08 1.27 0.10
C: -1.19 0.43 0.05
C: 1.15 -0.80 0.00
N: -0.39 -1.01 0.10
O: 1.29 0.47 -0.05
H: 0.12 2.05 -0.67
H: 0.20 1.78 1.06
H: -1.77 0.47 -0.86
H: 1.89 -1.56 -0.12
H: -0.62 -1.45 1.01
H: -0.76 -1.65 -0.61

As for the total charge: +1. Its HOMO energy (spin up / spin down) is -0.514 / -0.452 Ha.

(b)
ORCA calculation (the ωB97M-V functional and the def2-TZVPD basis) on an isolated ion of composition C3H6NO and charge +1.

Positions of all 11 atoms, in Å:
C: 0.79 -0.13 1.09
O: 0.08 -1.38 1.15
C: -0.99 -0.66 0.06
C: -0.28 -0.33 -1.15
N: -0.08 0.51 0.09
H: 1.82 -0.53 0.85
H: 0.77 0.42 2.18
H: -1.94 -0.68 0.39
H: 0.60 -0.85 -1.30
H: -0.84 0.24 -1.79
H: -0.24 1.51 0.02

The SMILES is C1O[C@@H]2C[N@H+]12. As for the total charge: +1. Its HOMO energy is -0.575 Ha.

Most stable structure, least stable structure: (b), (a).